Below is a cluster of 4 separate species, C11H29N2O7S in total, with properties calculated with wB97M-V/def2-TZVPD.

Geometry as ORCA input:
```
! wB97M-V def2-TZVPD RIJCOSX def2/J DEFGRID3
* xyz 1 1
C -1.579 -1.484 1.186
C -1.170 -0.471 0.714
N -0.677 0.719 0.156
C 0.794 0.944 0.563
C 1.705 0.863 -0.647
C 1.694 2.044 -1.618
S 2.524 3.538 -1.106
O 3.912 3.267 -1.088
O 1.981 4.601 -1.884
O 2.090 3.769 0.411
C -1.571 1.875 0.549
C -2.984 1.755 -0.030
O -3.675 2.930 0.310
C -2.978 1.437 -1.557
N -3.831 2.347 -2.313
H -1.911 -2.416 1.582
H -0.720 0.613 -0.864
H 0.845 1.877 1.113
H 1.057 0.152 1.260
H 1.395 -0.021 -1.216
H 2.707 0.645 -0.278
H 0.703 2.309 -1.996
H 2.283 1.760 -2.492
H 1.191 4.119 0.405
H -1.101 2.797 0.200
H -1.600 1.885 1.637
H -3.507 0.953 0.488
H -3.191 3.709 0.028
H -3.398 0.438 -1.672
H -1.950 1.439 -1.970
H -3.946 1.975 -3.248
H -3.383 3.247 -2.441
C -4.410 -2.771 -1.484
O -4.468 -1.378 -1.173
H -3.374 -3.005 -1.719
H -4.728 -3.381 -0.636
H -5.029 -3.010 -2.350
H -5.383 -1.158 -0.969
C 4.678 -1.592 1.697
O 4.211 -0.357 1.131
H 3.819 -2.212 1.921
H 5.320 -2.120 0.990
H 5.231 -1.406 2.619
H 4.983 0.183 0.942
C 3.079 -5.645 2.357
O 3.179 -4.282 2.769
H 4.020 -5.902 1.879
H 2.925 -6.309 3.209
H 2.268 -5.788 1.638
H 2.356 -4.047 3.204
*
```

The value obtained for the molecular weight is 333.43 g/mol. The maximum force is 0.68 eV/A. The calculation puts the frontier orbital gap at 0.363 Eh. As for the HOMO energy: -12.6751 eV.



Below is a structure of composition C11H30AgN4O5 in a non-equilibrium geometry, with properties calculated with wB97M-V/def2-TZVPD.

Geometry as ORCA input:
```
! wB97M-V def2-TZVPD RIJCOSX def2/J DEFGRID3
* xyz -1 1
Ag -0.791 0.763 -0.208
O -3.877 0.973 5.720
C -3.420 -0.293 5.212
C -2.535 -0.607 3.901
O -1.261 0.041 3.637
H -4.339 -0.860 5.065
H -2.856 -0.755 6.022
H -3.174 -0.514 3.023
H -2.361 -1.682 3.929
C -4.301 0.372 -4.497
C -3.827 1.289 -3.347
C -4.127 0.843 -1.900
O -3.527 -0.367 -1.357
C -3.945 -1.539 -2.058
N -2.399 1.287 -3.572
H -4.235 0.715 -5.529
H -5.367 0.144 -4.528
H -3.851 -0.604 -4.681
H -4.258 2.289 -3.388
H -5.176 0.772 -1.611
H -3.883 1.691 -1.261
H -3.220 -1.702 -2.856
H -4.997 -1.617 -2.332
H -3.856 -2.211 -1.204
H -2.238 2.113 -4.131
H -1.967 0.498 -4.032
C 5.895 0.750 2.236
C 4.472 1.261 1.887
C 4.383 1.681 0.388
O 5.125 2.824 0.113
C 4.852 3.393 -1.166
N 3.588 0.127 2.138
H 5.816 0.222 3.186
H 6.584 1.594 2.262
H 6.067 -0.042 1.506
H 4.254 2.089 2.561
H 3.347 1.868 0.103
H 4.673 0.860 -0.267
H 5.078 2.608 -1.888
H 5.435 4.308 -1.276
H 3.850 3.769 -1.373
H 3.644 -0.578 1.418
H 2.638 0.457 2.226
C 1.185 -3.151 -0.160
O 1.019 -2.258 -0.978
N 2.321 -3.676 0.215
N 0.229 -3.675 0.513
H 2.385 -4.486 0.815
H 3.172 -3.260 -0.134
H 0.420 -4.535 1.005
H -0.645 -3.188 0.651
*
```

The value obtained for the molecular weight is 406.25 g/mol. The maximum force is 5.76 eV/A. The calculation puts the frontier orbital gap at 0.107 Eh. The energy above the lowest of the compared OMol25 structures with the same formula, charge and spin is 60.96 kcal per mole. As for the HOMO energy: -1.8809 eV.



Below is a structure of composition C11H30AuIO2P2Si in a non-equilibrium geometry, with properties calculated with wB97M-V/def2-TZVPD.

Geometry as ORCA input:
```
! wB97M-V def2-TZVPD RIJCOSX def2/J DEFGRID3
* xyz 2 3
C 1.476 -0.889 -2.427
I 3.439 -0.522 0.336
H 0.596 -0.863 -3.027
H 1.910 -1.921 -2.274
H 2.281 -0.203 -2.765
Au 0.835 -0.354 -0.552
P -0.378 -2.401 0.113
C 0.559 -3.284 1.409
C -2.090 -2.467 0.724
H -2.488 -3.486 0.654
H -0.780 -4.539 -1.114
H -2.715 -1.800 0.123
H -0.978 -3.056 -2.116
H 0.519 -2.657 2.310
H -2.157 -2.137 1.765
C -0.372 -3.536 -1.331
H 0.112 -4.267 1.628
H 0.669 -3.616 -1.678
H 1.606 -3.405 1.105
P 0.686 2.052 -0.959
C 2.004 2.914 -0.045
C 1.066 2.309 -2.714
H -1.652 2.550 -0.919
H -0.733 4.046 -1.263
H -0.822 3.412 0.400
C -0.756 3.125 -0.659
H 0.229 1.881 -3.280
H 1.186 3.365 -2.996
H 2.003 3.996 -0.257
H 2.966 2.464 -0.323
H 1.980 1.750 -2.942
H 1.835 2.758 1.030
C 1.472 0.292 2.322
O 1.861 0.331 3.383
C -3.696 2.168 1.485
Si -2.223 1.147 2.213
C -1.302 2.320 3.398
C -3.104 -0.116 3.348
O -1.160 0.562 1.187
H -4.402 2.508 2.258
H -4.321 1.592 0.788
H -3.414 3.093 0.965
H -1.943 2.673 4.213
H -0.426 1.858 3.874
H -0.957 3.208 2.857
H -3.720 -0.866 2.834
H -2.399 -0.658 3.994
H -3.798 0.371 4.050
*
```

The value obtained for the molecular weight is 608.26 g/mol. The maximum force is 4.59 eV/A. The calculation puts the frontier orbital gap (alpha / beta) at 0.257 / 0.211 Eh. Its expectation value of S² is 2.020. As for the HOMO energy (alpha / beta): -15.8512 / -15.6692 eV.



Below is a structure of composition C11H30B2F3N2O4PSTa in a non-equilibrium geometry, with properties calculated with wB97M-V/def2-TZVPD.

Geometry as ORCA input:
```
! wB97M-V def2-TZVPD RIJCOSX def2/J DEFGRID3
* xyz -1 1
C 1.425 -2.636 -3.321
C 0.075 -2.749 -2.345
C 0.462 -2.359 -0.765
N 1.059 -0.982 -0.814
Ta 0.277 0.411 0.661
B 0.368 2.068 -1.030
O -0.231 3.385 -0.739
C 1.061 1.749 -2.524
C 0.398 2.719 -3.714
B -1.952 0.097 0.033
O -2.681 -1.180 0.243
N -2.741 1.251 -0.601
C -4.078 1.445 0.097
C -3.098 0.860 -2.042
P 0.085 -1.375 2.539
C -1.702 -1.374 3.313
C 1.222 -0.790 4.006
C 0.667 0.568 4.736
S 2.748 0.946 1.275
O 2.846 1.675 2.642
O 3.279 1.874 0.117
C 3.842 -0.606 1.248
F 4.791 -0.589 0.075
F 4.734 -0.585 2.467
F 3.081 -1.874 1.329
H 1.947 -1.568 -3.228
H 2.263 -3.421 -3.019
H 1.129 -2.725 -4.474
H -0.476 -3.777 -2.439
H -0.657 -1.893 -2.739
H -0.454 -2.505 -0.056
H 1.331 -3.102 -0.438
H 2.097 -0.972 -0.919
H -0.355 1.656 1.915
H 0.449 4.122 -0.760
H 0.833 0.636 -2.888
H 2.246 1.856 -2.478
H 0.600 2.138 -4.734
H 0.850 3.799 -3.719
H -0.761 2.671 -3.541
H -2.923 -1.601 -0.635
H -3.998 1.209 1.260
H -4.811 0.643 -0.359
H -4.561 2.504 -0.071
H -3.852 1.672 -2.469
H -3.687 -0.170 -2.099
H -2.141 0.751 -2.722
H -1.590 -1.830 4.388
H -2.331 -2.143 2.664
H -2.208 -0.319 3.290
H 1.206 -1.650 4.831
H 2.353 -0.700 3.657
H 0.157 0.295 5.776
H -0.141 1.151 4.102
H 1.548 1.320 5.019
*
```

The value obtained for the molecular weight is 576.98 g/mol. The maximum force is 6.38 eV/A. The calculation puts the frontier orbital gap at 0.202 Eh. As for the HOMO energy: -4.1554 eV.



Below is a structure of composition C11H30KO13 in a non-equilibrium geometry, with properties calculated with wB97M-V/def2-TZVPD.

Geometry as ORCA input:
```
! wB97M-V def2-TZVPD RIJCOSX def2/J DEFGRID3
* xyz -1 1
K -0.156 -0.240 -0.085
C 0.274 2.273 1.375
O -0.774 2.753 1.738
O 1.114 2.893 0.777
O 0.517 1.099 1.638
C -1.103 -2.317 -1.173
C -1.373 -3.849 -1.422
O -2.360 -4.234 -0.608
O -0.938 -1.963 0.189
H -1.973 -1.799 -1.577
H -0.265 -1.890 -1.723
H -0.486 -4.397 -1.104
H -1.736 -3.946 -2.445
H -2.301 -5.186 -0.501
H -1.619 -2.428 0.681
C -2.255 0.879 2.904
C -2.810 0.829 1.503
O -1.735 1.018 0.565
O -2.129 2.261 3.254
H -1.385 0.228 2.989
H -3.000 0.459 3.579
H -3.478 1.686 1.425
H -3.267 -0.150 1.357
H -1.161 1.725 0.871
H -1.555 2.534 2.534
C 1.922 1.539 -1.465
C 2.681 0.410 -2.223
O 3.950 -0.096 -1.622
O 1.470 0.953 -0.271
H 1.109 1.976 -2.045
H 2.652 2.317 -1.240
H 2.805 0.565 -3.295
H 2.004 -0.441 -2.302
H 3.926 -0.246 -0.674
H 1.164 1.707 0.239
C -0.025 0.387 -3.272
C -0.900 1.660 -2.764
O -1.361 2.564 -3.750
O 0.091 -0.571 -2.243
H 0.931 0.810 -3.582
H -0.485 -0.057 -4.155
H -0.348 2.167 -1.973
H -1.734 1.321 -2.150
H -1.619 3.365 -3.289
H 0.841 -1.154 -2.384
C 2.160 -0.325 3.202
C 1.459 -1.182 2.116
O 0.077 -0.785 2.005
O 2.185 -0.837 4.537
H 1.710 0.667 3.238
H 3.195 -0.250 2.869
H 1.643 -2.251 2.225
H 1.826 -0.903 1.129
H 0.049 0.166 1.878
H 2.573 -1.715 4.520
*
```

The value obtained for the molecular weight is 409.45 g/mol. The maximum force is 12.10 eV/A. The calculation puts the frontier orbital gap at 0.241 Eh. As for the HOMO energy: -4.7278 eV.



Below is a structure of composition C11H31ClFeI2N3P2 in a non-equilibrium geometry, with properties calculated with wB97M-V/def2-TZVPD.

Geometry as ORCA input:
```
! wB97M-V def2-TZVPD RIJCOSX def2/J DEFGRID3
* xyz 2 6
I 0.158 -0.578 1.029
I 1.046 0.949 -0.922
Fe 3.898 -3.356 -1.099
P 2.271 0.796 2.009
C 1.485 2.349 2.508
C 2.524 -0.153 3.543
H 2.981 0.486 4.302
H 4.513 1.724 2.065
H 3.173 -1.011 3.330
H 4.433 0.235 1.063
H 0.396 2.264 2.446
H 1.571 -0.526 3.913
C 3.930 1.171 1.315
H 1.789 2.540 3.557
H 3.839 1.763 0.410
H 1.817 3.177 1.868
P 1.397 -2.634 -1.233
C -0.206 -2.671 -2.138
C 2.399 -2.938 -2.752
H 2.163 -4.657 -0.060
H 1.026 -5.031 -1.449
H 0.392 -4.334 0.106
C 1.244 -4.364 -0.596
H 3.518 -2.991 -2.693
H 2.000 -3.809 -3.284
H -0.270 -3.623 -2.657
H -0.255 -1.864 -2.871
H 2.177 -2.007 -3.332
H -1.044 -2.571 -1.445
Cl 4.854 -2.708 0.787
C -2.061 1.106 -2.632
N -2.663 1.679 -1.463
C -4.021 2.126 -1.721
C -2.599 0.967 -0.240
N -2.518 -0.319 -0.062
N -2.793 1.789 0.832
C -2.462 3.191 0.776
C -2.937 1.196 2.154
H -2.398 1.704 -3.476
H -2.353 0.075 -2.793
H -0.976 1.170 -2.551
H -4.489 2.440 -0.776
H -4.041 2.972 -2.423
H -4.625 1.300 -2.156
H -2.177 -0.827 -0.884
H -3.362 3.839 0.918
H -1.742 3.453 1.569
H -2.011 3.398 -0.200
H -2.661 0.131 2.073
H -2.335 1.711 2.886
H -3.996 1.272 2.448
*
```

The value obtained for the molecular weight is 612.44 g/mol. The maximum force is 2.95 eV/A. The calculation puts the frontier orbital gap (alpha / beta) at 0.191 / 0.174 Eh. Its expectation value of S² is 8.779. As for the HOMO energy (alpha / beta): -12.9433 / -13.3575 eV.